Record 1
C58H51BaN3OP2S2 | ωB97M-V/def2-TZVPD

Geometry (Å):
Ba: 0.054 0.395 1.368
C: -0.826 -1.416 -4.477
N: 0.405 -2.218 -4.492
C: 1.354 -2.395 -3.379
P: 0.803 -2.001 -1.603
C: -0.652 -3.122 -1.596
C: -0.768 -4.317 -2.307
C: -1.937 -5.062 -2.251
C: -3.022 -4.622 -1.509
C: -2.927 -3.425 -0.811
C: -1.753 -2.695 -0.852
C: 2.039 -2.785 -0.606
C: 2.999 -1.802 0.082
C: 4.271 -2.583 0.331
C: 4.247 -3.887 0.674
C: 3.067 -4.673 0.507
C: 2.026 -4.124 -0.208
C: 0.673 -2.903 -5.644
C: 1.925 -3.521 -5.851
C: 2.197 -4.230 -7.005
C: 1.251 -4.346 -8.015
C: 0.020 -3.733 -7.837
C: -0.274 -3.034 -6.681
P: -1.011 0.080 -3.331
C: 0.591 0.892 -3.703
C: 1.210 0.854 -4.951
C: 2.451 1.443 -5.138
C: 3.092 2.082 -4.086
C: 2.479 2.133 -2.843
C: 1.240 1.542 -2.656
C: -2.149 0.960 -4.514
C: -1.848 2.021 -5.362
C: -2.850 2.632 -6.104
C: -4.163 2.208 -5.995
C: -4.480 1.169 -5.133
C: -3.481 0.561 -4.394
H: -1.699 -2.051 -4.262
H: -0.959 -1.003 -5.480
H: 2.242 -1.764 -3.536
H: 1.690 -3.436 -3.365
H: 0.052 -4.677 -2.915
H: -2.004 -5.991 -2.806
H: -3.935 -5.204 -1.478
H: -3.775 -3.058 -0.245
H: -1.669 -1.758 -0.310
H: 3.186 -0.964 -0.607
H: 5.210 -2.039 0.318
H: 5.162 -4.383 0.991
H: 3.060 -5.718 0.797
H: 1.212 -4.761 -0.545
H: 2.698 -3.434 -5.104
H: 3.168 -4.695 -7.120
H: 1.471 -4.903 -8.917
H: -0.732 -3.807 -8.614
H: -1.259 -2.602 -6.580
H: 0.733 0.358 -5.786
H: 2.927 1.395 -6.110
H: 4.065 2.533 -4.236
H: 2.971 2.626 -2.013
H: 0.769 1.562 -1.681
H: -0.833 2.391 -5.429
H: -2.602 3.458 -6.758
H: -4.945 2.714 -6.546
H: -5.509 0.854 -5.019
H: -3.721 -0.221 -3.680
C: 2.369 -1.256 1.363
C: 2.849 -1.532 2.664
C: 1.988 -1.830 3.754
C: 2.445 -1.994 5.043
C: 3.793 -1.844 5.355
C: 4.667 -1.517 4.320
C: 4.225 -1.382 3.023
H: 0.930 -1.940 3.536
H: 1.736 -2.245 5.826
H: 4.147 -1.955 6.373
H: 5.720 -1.362 4.538
H: 4.918 -1.059 2.262
S: -3.042 4.366 -1.432
C: -2.409 3.104 -0.656
N: -1.969 2.198 -0.049
C: 0.773 0.793 8.571
C: 0.433 0.699 7.112
C: 1.355 1.045 6.120
C: 1.018 0.905 4.793
N: -0.171 0.454 4.374
C: -1.054 0.112 5.329
C: -0.808 0.231 6.679
H: 1.460 1.622 8.744
H: 1.260 -0.125 8.918
H: -0.128 0.940 9.167
H: 2.336 1.410 6.395
H: 1.731 1.159 4.015
H: -2.004 -0.270 4.973
H: -1.571 -0.032 7.401
O: 0.002 2.608 2.087
S: -1.461 2.576 2.374
C: -1.599 2.869 4.137
C: -0.632 3.576 4.871
C: -0.859 3.864 6.198
C: -2.047 3.465 6.819
C: -3.004 2.749 6.089
C: -2.781 2.450 4.762
C: -2.049 4.253 2.126
C: -3.410 4.521 2.216
C: -3.860 5.822 2.101
C: -2.959 6.860 1.889
C: -1.603 6.584 1.794
C: -1.146 5.282 1.914
H: 0.286 3.870 4.376
H: -0.113 4.405 6.769
H: -2.221 3.699 7.862
H: -3.919 2.422 6.571
H: -3.506 1.888 4.181
H: -4.109 3.709 2.367
H: -4.921 6.029 2.164
H: -3.318 7.876 1.782
H: -0.897 7.385 1.614
H: -0.094 5.045 1.827

HOMO level (spin up / spin down) (Ha): -0.0188 / 0.0233
Energy relative to the best compared isomer or geometry (same formula, charge and spin) (kcal per mole): 29.4
Net charge: -2
Gap between HOMO and LUMO (spin up / spin down) (eV): 4.25 / 3.15
Spin multiplicity: 1

=====

Record 2
C5H7NO | ωB97M-V/def2-TZVPD

Geometry (Å):
C: -1.693 0.372 0.627
C: -0.459 -0.367 0.215
C: -0.327 -1.673 -0.132
O: 0.867 -1.918 -0.714
C: 1.530 -0.726 -0.743
C: 0.803 0.237 -0.126
N: 1.223 1.524 0.234
H: -2.574 -0.275 0.566
H: -1.865 1.200 -0.075
H: -1.636 0.798 1.634
H: -0.977 -2.527 -0.009
H: 2.391 -0.661 -1.379
H: 0.572 2.267 0.017
H: 2.146 1.748 -0.113

HOMO level (Ha): -0.2942
Energy relative to the best compared isomer or geometry (same formula, charge and spin) (kcal per mole): 22.1
Net charge: 0
Gap between HOMO and LUMO (eV): 8.97
Spin multiplicity: 1

=====

Record 3
C38H58Cl8O18 | ωB97M-V/def2-TZVPD

Geometry (Å):
O: 7.342 2.804 3.122
C: 6.319 2.472 2.527
C: 6.094 2.823 1.076
C: 4.938 2.560 0.449
O: 4.745 3.051 -0.829
C: 3.861 1.761 1.011
O: 2.776 1.616 0.302
C: 4.099 1.380 2.395
C: 5.205 1.678 3.091
O: 5.343 1.211 4.362
H: 6.882 3.389 0.603
H: 3.990 2.620 -1.235
H: 3.376 0.802 2.952
H: 6.168 1.420 4.807
O: -2.725 -2.657 6.703
C: -2.520 -1.520 6.296
C: -2.121 -1.150 4.913
C: -2.000 0.128 4.482
O: -1.871 0.380 3.172
C: -2.129 1.312 5.372
O: -1.913 2.427 4.924
C: -2.508 1.003 6.781
C: -2.727 -0.314 7.113
O: -3.180 -0.646 8.337
H: -2.043 -1.994 4.244
H: -1.955 1.314 2.967
H: -2.617 1.745 7.559
H: -3.182 -1.606 8.341
O: -0.904 2.799 1.499
C: 0.147 3.445 1.576
C: 0.934 3.431 2.776
C: 2.125 4.106 3.035
O: 2.822 4.026 4.187
C: 2.796 4.854 1.990
O: 3.995 5.214 2.075
C: 1.951 5.012 0.807
C: 0.795 4.335 0.579
O: 0.058 4.445 -0.494
H: 0.504 2.873 3.594
H: 3.704 4.394 4.098
H: 2.229 5.633 -0.032
H: -0.737 3.909 -0.437
C: -1.698 -0.786 -4.366
O: -1.408 -0.704 -5.749
C: -0.127 -0.311 -6.096
C: 0.862 -1.524 -5.953
O: 1.179 -1.780 -4.601
C: 2.230 -2.798 -4.480
H: -2.760 -0.950 -4.183
H: -1.519 0.176 -3.886
H: -1.152 -1.542 -3.801
H: 0.259 0.511 -5.493
H: -0.219 0.005 -7.135
H: 1.756 -1.287 -6.530
H: 0.507 -2.356 -6.562
H: 1.834 -3.701 -4.943
H: 2.512 -2.933 -3.436
H: 3.106 -2.424 -5.012
C: 4.520 3.437 -5.392
O: 4.171 4.258 -4.258
C: 2.854 4.193 -3.759
C: 2.324 2.742 -3.515
O: 3.218 1.961 -2.788
C: 2.674 0.699 -2.485
H: 5.486 3.671 -5.839
H: 3.761 3.736 -6.115
H: 4.447 2.373 -5.168
H: 2.186 4.756 -4.410
H: 2.807 4.708 -2.800
H: 2.062 2.399 -4.516
H: 1.409 2.774 -2.923
H: 3.336 0.258 -1.740
H: 2.749 -0.014 -3.307
H: 1.678 0.766 -2.048
C: -8.463 2.759 -0.688
O: -7.264 2.433 -0.088
C: -7.274 1.406 0.838
C: -5.849 0.955 1.252
O: -5.051 0.710 0.103
C: -3.650 0.705 0.336
H: -8.670 1.930 -1.365
H: -8.291 3.537 -1.431
H: -9.379 2.992 -0.143
H: -7.895 0.544 0.595
H: -7.698 1.888 1.719
H: -5.896 0.070 1.886
H: -5.318 1.727 1.809
H: -3.273 1.611 0.810
H: -3.076 0.488 -0.565
H: -3.445 -0.059 1.085
Cl: 1.466 -1.380 2.894
C: 1.025 -0.783 1.251
C: -0.082 -1.631 0.540
Cl: -0.533 -0.926 -1.057
H: 1.886 -0.705 0.586
H: 0.506 0.152 1.463
H: -0.962 -1.733 1.174
H: 0.317 -2.589 0.207
Cl: -1.111 -5.856 -2.317
C: -1.520 -4.120 -2.226
C: -3.057 -3.955 -2.524
Cl: -4.036 -4.722 -1.346
H: -0.863 -3.665 -2.967
H: -1.303 -3.816 -1.202
H: -3.410 -4.351 -3.476
H: -3.403 -2.922 -2.578
Cl: -0.840 -4.404 1.970
C: -2.092 -5.683 2.308
C: -3.191 -5.105 3.292
Cl: -4.304 -4.087 2.397
H: -1.570 -6.456 2.871
H: -2.455 -6.058 1.351
H: -2.832 -4.668 4.224
H: -3.764 -5.932 3.713
Cl: 2.388 -7.711 -0.991
C: 2.884 -5.985 -1.216
C: 2.965 -5.274 0.133
Cl: 3.805 -3.735 -0.040
H: 2.118 -5.520 -1.837
H: 3.773 -5.935 -1.844
H: 3.599 -5.899 0.761
H: 1.977 -5.039 0.529

HOMO level (Ha): -0.3475
Net charge: 0
Gap between HOMO and LUMO (eV): 7.22
Spin multiplicity: 1

=====

Record 4
C4H6N2O | ωB97M-V/def2-TZVPD

Geometry (Å):
O: 0.927 1.148 -2.620
C: 1.019 1.913 -1.671
N: 0.756 1.630 -0.286
C: 0.187 0.492 -0.215
N: -0.278 0.018 1.038
C: 0.092 -1.385 1.304
C: -1.319 -1.044 0.948
H: 1.309 3.000 -1.772
H: -0.092 -0.077 -1.134
H: 0.403 -1.666 2.299
H: 0.668 -1.882 0.485
H: -1.657 -1.289 -0.087
H: -2.014 -0.858 1.711

HOMO level (Ha): -0.3693
Energy relative to the best compared isomer or geometry (same formula, charge and spin) (kcal per mole): 66.2
Net charge: 0
Gap between HOMO and LUMO (eV): 10.13
Spin multiplicity: 1

=====

- Among the records above, which one has the lowest net charge?
  C58H51BaN3OP2S2